Entry one
This record from the Open Molecules 2025 dataset describes one molecule with the formula C6H9N. The level of theory is wB97M-V/def2-TZVPD.

Each line ends with the natural charge from an NBO analysis.
Geometry (Å):
C -1.469 1.322 0.112  -0.601
C -0.269 0.448 -0.089  -0.055
C 0.313 0.083 -1.423  -0.414
C -0.289 -0.994 -0.557  -0.263
C 0.681 -1.362 0.612  -0.062
N 1.847 -0.553 0.477  -0.661
C 0.707 0.055 1.063  -0.069
H -2.010 1.027 1.034  0.207
H -2.142 1.177 -0.750  0.213
H -1.189 2.387 0.181  0.210
H -0.308 0.366 -2.270  0.217
H 1.392 0.090 -1.590  0.239
H -1.163 -1.573 -0.855  0.218
H 0.507 -2.173 1.323  0.206
H 2.833 -0.629 0.625  0.410
H 0.559 0.329 2.107  0.204

Properties
- molecular weight (g mol⁻¹) = 95.1
- E_LUMO (Eh) = 0.0438
- structure (SMILES) = C[C@]12C[C@H]1[C@H]1N[C@H]12
- HOMO level (eV) = -8.26
- HOMO-LUMO gap (eV) = 9.448

Entry two
This record from the Open Molecules 2025 dataset describes one molecule with the formula C6H9N. The level of theory is wB97M-V/def2-TZVPD.

Each line ends with the natural charge from an NBO analysis.
Geometry (Å):
C 0.328 0.027 -2.357  -0.677
C -0.838 0.267 -1.490  -0.086
C -1.956 0.399 -0.921  -0.055
C -0.708 0.904 0.197  -0.217
N -0.611 -0.090 1.238  -0.399
C 0.460 0.120 2.197  -0.258
C 0.542 -0.966 1.189  -0.260
H 0.980 0.906 -2.416  0.233
H -0.047 -0.171 -3.366  0.261
H 0.916 -0.839 -2.034  0.232
H 0.293 1.283 -0.093  0.186
H -1.247 1.778 0.561  0.252
H 0.211 -0.099 3.231  0.209
H 1.119 0.978 2.052  0.187
H 1.264 -0.828 0.381  0.181
H 0.358 -2.001 1.467  0.211

Properties
- molecular weight (g mol⁻¹) = 95.1
- E_LUMO (Eh) = 0.0318
- HOMO level (eV) = -9.51
- HOMO-LUMO gap (eV) = 10.376

Which one sits at the bottom of the stability order? entry two does.